{"formula": "C39H74BrFN11O9P2", "method": "ωB97M-V with the def2-TZVPD basis set", "symbols": ["C", "C", "C", "C", "C", "C", "N", "C", "Br", "N", "C", "C", "O", "F", "C", "N", "C", "C", "P", "O", "O", "C", "C", "O", "C", "C", "C", "C", "C", "N", "C", "C", "N", "N", "C", "P", "C", "C", "H", "H", "H", "H", "H", "H", "H", "H", "H", "H", "H", "H", "H", "H", "H", "H", "H", "H", "H", "H", "H", "H", "H", "H", "H", "H", "H", "H", "H", "H", "H", "H", "H", "H", "H", "H", "H", "H", "H", "C", "O", "N", "C", "C", "H", "H", "H", "H", "H", "H", "H", "C", "O", "N", "C", "C", "H", "H", "H", "H", "H", "H", "H", "C", "O", "N", "C", "C", "H", "H", "H", "H", "H", "H", "H", "C", "O", "N", "C", "C", "H", "H", "H", "H", "H", "H", "H", "C", "O", "N", "C", "C", "H", "H", "H", "H", "H", "H", "H"], "positions_angstrom": [[5.462, -5.656, -1.092], [5.910, -4.402, -1.002], [5.406, -3.264, -1.854], [4.958, -2.016, -1.058], [6.153, -1.601, -0.171], [7.510, -1.485, -0.847], [8.567, -1.262, -0.194], [4.548, -0.950, -2.103], [5.330, 0.827, -1.843], [3.113, -0.726, -2.265], [2.445, -1.631, -3.199], [2.296, -0.933, -4.546], [2.610, 0.167, -4.776], [1.807, -1.711, -5.498], [2.469, -0.500, -1.067], [1.434, 0.305, -1.031], [0.659, 0.596, 0.197], [-0.520, -0.364, 0.398], [-2.002, 0.512, 0.983], [-1.805, 1.955, 1.144], [-2.454, -0.227, 2.336], [-1.407, -0.256, 3.320], [-1.096, -1.691, 3.715], [-3.146, 0.236, -0.071], [-3.977, -0.945, 0.078], [-3.226, -2.247, -0.070], [0.971, 1.002, -2.198], [1.567, 2.192, -2.587], [1.038, 2.812, -3.717], [0.004, 2.386, -4.438], [-0.559, 1.239, -4.051], [-0.092, 0.525, -2.955], [2.910, -1.068, 0.106], [3.630, -0.111, 0.932], [3.747, -2.281, -0.101], [2.644, -3.762, -0.551], [2.826, -4.933, 0.865], [0.883, -3.282, -0.422], [5.111, -6.080, -2.026], [5.400, -6.294, -0.221], [6.689, -4.211, -0.272], [4.602, -3.665, -2.466], [6.191, -2.990, -2.564], [5.957, -0.676, 0.361], [6.264, -2.357, 0.605], [7.599, -1.554, -1.927], [8.346, -1.195, 0.803], [4.912, -1.273, -3.071], [1.446, -1.916, -2.884], [3.003, -2.542, -3.405], [0.232, 1.585, 0.033], [1.297, 0.689, 1.066], [-0.243, -1.147, 1.092], [-0.774, -0.771, -0.574], [-1.775, 0.279, 4.192], [-0.493, 0.243, 2.992], [-2.019, -2.265, 3.655], [-0.395, -2.166, 3.031], [-0.735, -1.740, 4.738], [-4.567, -0.928, 0.992], [-4.699, -0.894, -0.733], [-2.650, -2.296, -0.988], [-2.563, -2.446, 0.773], [-3.946, -3.062, -0.099], [2.389, 2.607, -2.024], [1.509, 3.730, -4.046], [-1.405, 0.855, -4.604], [-0.569, -0.414, -2.695], [3.418, 0.839, 0.653], [3.412, -0.271, 1.908], [4.170, -2.508, 0.873], [3.042, -5.935, 0.520], [3.578, -4.561, 1.558], [1.886, -4.945, 1.419], [0.606, -2.448, -1.057], [0.317, -4.144, -0.765], [0.584, -3.122, 0.611], [1.102, 5.128, -1.003], [1.869, 4.753, -0.126], [-0.117, 5.636, -0.805], [-0.968, 6.044, -1.905], [-0.604, 5.784, 0.560], [1.370, 5.063, -2.071], [-1.204, 7.106, -1.818], [-1.897, 5.471, -1.888], [-0.465, 5.871, -2.855], [0.064, 6.440, 1.114], [-0.628, 4.809, 1.051], [-1.603, 6.210, 0.549], [-6.972, 0.998, 3.279], [-6.618, -0.144, 3.041], [-6.171, 1.954, 3.780], [-6.635, 3.303, 4.039], [-4.791, 1.605, 4.065], [-8.001, 1.345, 3.093], [-6.057, 4.016, 3.449], [-6.520, 3.542, 5.097], [-7.686, 3.394, 3.771], [-4.301, 1.253, 3.162], [-4.766, 0.793, 4.795], [-4.258, 2.467, 4.460], [1.690, 8.866, 1.876], [0.491, 8.785, 1.677], [2.292, 8.571, 3.041], [3.726, 8.686, 3.220], [1.471, 8.122, 4.154], [2.395, 9.196, 1.096], [4.149, 7.715, 3.486], [3.948, 9.399, 4.016], [4.190, 9.032, 2.299], [0.936, 7.212, 3.880], [0.736, 8.886, 4.407], [2.102, 7.926, 5.017], [-1.844, -6.048, 0.918], [-1.232, -5.036, 0.604], [-2.546, -6.195, 2.049], [-3.254, -7.424, 2.363], [-2.598, -5.088, 2.989], [-1.867, -6.940, 0.272], [-4.320, -7.220, 2.477], [-2.873, -7.846, 3.294], [-3.118, -8.149, 1.565], [-3.031, -4.211, 2.508], [-1.590, -4.834, 3.320], [-3.203, -5.366, 3.848], [-3.677, -2.478, -4.235], [-3.552, -2.783, -3.060], [-4.599, -1.628, -4.713], [-4.698, -1.312, -6.127], [-5.528, -1.008, -3.782], [-3.022, -2.893, -5.020], [-4.553, -0.241, -6.281], [-5.682, -1.594, -6.504], [-3.938, -1.854, -6.686], [-4.978, -0.428, -3.040], [-6.102, -1.774, -3.261], [-6.205, -0.353, -4.324]], "mulliken_charge": [-0.981, -0.609, -1.069, 3.027, -2.679, -0.145, -0.723, -1.606, -0.083, 1.544, 0.062, 0.309, -0.359, -0.318, -2.870, 1.772, -1.717, 1.085, 1.033, -0.785, -0.292, -0.190, -1.046, -0.413, -0.257, -0.324, 0.123, -0.751, -1.132, -0.606, -0.900, -0.200, 1.290, -0.559, -1.427, 0.175, -1.061, -0.280, 0.287, 0.356, 0.347, 0.454, 0.771, 0.806, 0.915, 0.424, 0.261, 0.930, -0.191, 0.358, 0.729, 0.324, 0.001, -0.541, 0.521, 0.158, 0.185, 0.031, 0.538, 0.057, 0.315, -0.144, -0.179, 0.809, 0.794, 0.611, 0.589, 0.449, 0.248, 0.228, 1.228, 0.318, 0.348, 0.310, -0.174, 0.709, -0.235, -0.027, -0.681, 0.303, -1.034, -0.738, 0.408, 0.368, 0.320, 0.382, 0.099, 0.193, 0.432, 0.049, -0.575, 0.187, -0.932, -0.805, 0.287, 0.326, 0.326, 0.306, 0.126, 0.285, 0.388, 0.138, -0.618, 0.115, -0.937, -0.928, 0.313, 0.342, 0.347, 0.290, 0.255, 0.314, 0.384, -0.026, -0.507, 0.181, -0.941, -0.748, 0.305, 0.349, 0.346, 0.286, 0.076, 0.284, 0.401, 0.054, -0.657, 0.133, -0.986, -0.744, 0.364, 0.345, 0.372, 0.307, 0.110, 0.299, 0.408], "e_tot_ha": -6166.287924, "orbital_gap_ev": 7.67, "charge": 1, "largest_force_ev_per_a": 2.03}